Computed, not measured: a cluster of 12 separate species, C66H158N5O33P7 in total at a distorted geometry, with ωB97M-V/def2-TZVPD.

Positions of all 269 atoms, in Å:
1 C -2.664 3.508 -4.486
2 C -3.516 2.744 -5.560
3 C -2.572 1.926 -6.435
4 C -1.911 0.805 -5.712
5 C -3.012 -0.207 -5.296
6 C -4.095 0.416 -4.347
7 N -4.529 1.763 -4.968
8 O -5.327 2.438 -4.039
9 C -5.321 -0.501 -4.311
10 C -3.555 0.474 -2.922
11 C -4.365 3.760 -6.354
12 H -1.871 4.118 -4.906
13 H -2.265 2.784 -3.723
14 H -3.247 4.168 -3.856
15 H -3.165 1.546 -7.283
16 H -1.781 2.528 -6.869
17 H -1.226 1.148 -4.892
18 H -1.243 0.261 -6.402
19 H -2.522 -1.014 -4.733
20 H -3.424 -0.744 -6.161
21 H -6.039 -0.355 -3.481
22 H -5.893 -0.614 -5.264
23 H -4.888 -1.461 -4.028
24 H -2.524 0.823 -2.865
25 H -4.155 1.096 -2.277
26 H -3.645 -0.545 -2.503
27 H -5.030 3.419 -7.153
28 H -3.578 4.418 -6.774
29 H -4.968 4.412 -5.638
30 H -6.190 2.609 -4.468
31 C 0.624 3.630 -1.751
32 C 0.707 5.047 -1.166
33 C 2.207 5.282 -0.883
34 C 2.516 6.711 -0.558
35 C 2.031 7.679 -1.658
36 C 0.541 7.437 -1.921
37 N 0.295 6.018 -2.114
38 O -1.166 5.847 -2.313
39 C -0.255 8.030 -0.771
40 C 0.112 8.210 -3.231
41 C -0.112 5.076 0.192
42 H 1.116 3.645 -2.731
43 H -0.403 3.214 -1.756
44 H 1.172 2.942 -1.075
45 H 2.538 4.575 -0.114
46 H 2.813 4.979 -1.775
47 H 3.570 6.887 -0.343
48 H 1.910 6.927 0.302
49 H 2.546 7.432 -2.601
50 H 2.291 8.675 -1.448
51 H 0.177 7.704 0.212
52 H -0.220 9.104 -0.778
53 H -1.287 7.650 -0.783
54 H 0.106 9.280 -3.067
55 H 0.774 7.935 -4.042
56 H -0.926 8.090 -3.590
57 H 0.125 4.135 0.684
58 H -1.160 5.184 -0.015
59 H 0.218 5.912 0.830
60 H -1.305 5.525 -3.194
61 C 3.113 3.113 3.693
62 C 1.999 3.934 4.415
63 C 1.693 5.146 3.543
64 C 0.401 5.887 3.824
65 C -0.781 4.997 4.026
66 C -0.548 3.758 4.833
67 N 0.769 3.168 4.442
68 O 0.997 2.051 5.368
69 C -0.676 4.042 6.278
70 C -1.510 2.697 4.401
71 C 2.505 4.413 5.811
72 H 3.999 3.689 3.493
73 H 2.810 2.591 2.747
74 H 3.380 2.433 4.505
75 H 2.579 5.815 3.621
76 H 1.773 4.749 2.542
77 H 0.148 6.542 3.006
78 H 0.587 6.458 4.718
79 H -1.242 4.730 3.061
80 H -1.534 5.626 4.488
81 H -0.322 3.194 6.873
82 H -0.099 4.904 6.570
83 H -1.677 4.351 6.515
84 H -2.521 3.111 4.209
85 H -1.126 2.315 3.460
86 H -1.568 1.953 5.188
87 H 2.025 5.358 6.143
88 H 3.556 4.695 5.657
89 H 2.442 3.650 6.578
90 H 1.025 1.344 4.721
91 C -3.683 -8.424 -2.287
92 C -4.072 -7.495 -1.192
93 C -3.087 -7.347 -0.074
94 C -3.158 -6.096 0.848
95 C -3.159 -4.862 -0.065
96 C -4.215 -4.866 -1.117
97 N -4.062 -6.145 -1.872
98 O -4.987 -6.141 -2.971
99 C -5.587 -4.726 -0.544
100 C -4.016 -3.713 -2.080
101 C -5.539 -7.907 -0.687
102 H -3.959 -9.443 -2.029
103 H -2.596 -8.374 -2.521
104 H -4.338 -8.167 -3.133
105 H -3.204 -8.213 0.584
106 H -2.063 -7.437 -0.524
107 H -2.332 -6.103 1.539
108 H -4.061 -6.079 1.425
109 H -2.240 -4.876 -0.617
110 H -3.242 -3.954 0.585
111 H -5.846 -5.492 0.194
112 H -5.705 -3.688 -0.140
113 H -6.339 -4.882 -1.292
114 H -2.980 -3.796 -2.484
115 H -4.741 -3.736 -2.923
116 H -4.025 -2.801 -1.495
117 H -5.825 -7.541 0.269
118 H -5.753 -8.933 -0.538
119 H -6.294 -7.552 -1.379
120 H -4.446 -5.906 -3.718
121 C 0.014 -0.233 -1.524
122 C 0.958 -0.627 -0.387
123 C 1.269 0.641 0.429
124 C 0.220 1.093 1.436
125 C -0.233 -0.027 2.304
126 C -0.747 -1.233 1.529
127 N 0.372 -1.635 0.552
128 O -0.164 -2.656 -0.264
129 C -1.056 -2.406 2.410
130 C -2.109 -0.904 0.806
131 C 2.218 -1.187 -0.934
132 H 0.517 0.390 -2.275
133 H -0.812 0.366 -1.108
134 H -0.410 -1.088 -2.010
135 H 2.121 0.398 1.044
136 H 1.529 1.494 -0.215
137 H -0.619 1.536 0.911
138 H 0.741 1.760 2.090
139 H -0.970 0.237 3.082
140 H 0.572 -0.375 2.985
141 H -1.618 -3.146 1.870
142 H -0.219 -2.871 2.950
143 H -1.829 -2.126 3.151
144 H -2.260 0.128 0.697
145 H -2.193 -1.471 -0.086
146 H -2.883 -1.286 1.486
147 H 2.058 -2.104 -1.529
148 H 2.918 -1.452 -0.165
149 H 2.675 -0.518 -1.646
150 H 0.212 -3.492 0.089
151 C 4.276 1.479 -2.878
152 O 3.914 0.934 -4.180
153 P 2.672 1.748 -4.867
154 O 2.454 3.064 -4.290
155 O 3.057 1.644 -6.435
156 C 4.305 2.315 -6.852
157 O 1.435 0.815 -4.696
158 C 1.465 -0.599 -4.779
159 H 4.283 2.566 -2.957
160 H 5.275 1.081 -2.639
161 H 3.569 1.240 -2.126
162 H 5.073 2.146 -6.149
163 H 4.204 3.413 -6.980
164 H 4.567 1.754 -7.709
165 H 0.454 -0.875 -4.612
166 H 2.098 -0.988 -3.990
167 H 1.748 -1.001 -5.757
168 C -4.749 -3.877 3.760
169 O -5.768 -2.857 3.632
170 P -5.658 -1.380 3.161
171 O -6.980 -0.713 3.278
172 O -4.318 -0.881 3.952
173 C -3.921 0.487 4.012
174 O -5.142 -1.498 1.645
175 C -5.807 -0.754 0.669
176 H -5.204 -4.912 3.645
177 H -4.221 -3.903 4.679
178 H -3.971 -3.743 2.996
179 H -4.620 0.883 4.750
180 H -4.073 0.959 3.075
181 H -2.866 0.501 4.325
182 H -5.978 -1.389 -0.233
183 H -5.406 0.178 0.435
184 H -6.826 -0.538 1.014
185 C 3.166 -7.098 1.792
186 O 2.740 -6.865 0.473
187 P 1.337 -6.334 0.162
188 O 0.822 -5.201 0.887
189 O 1.365 -5.962 -1.346
190 C 2.156 -4.818 -1.779
191 O 0.471 -7.691 0.293
192 C 0.785 -8.946 -0.200
193 H 3.041 -6.207 2.437
194 H 4.187 -7.415 1.766
195 H 2.563 -7.873 2.264
196 H 2.476 -4.236 -0.918
197 H 1.481 -4.255 -2.381
198 H 2.930 -5.228 -2.431
199 H 0.036 -9.708 0.074
200 H 1.731 -9.312 0.231
201 H 0.847 -9.102 -1.253
202 C -4.384 6.362 1.368
203 O -4.450 5.226 0.515
204 P -4.449 3.749 1.091
205 O -4.512 3.543 2.539
206 O -3.200 3.193 0.291
207 C -3.079 3.262 -1.098
208 O -5.697 3.017 0.332
209 C -6.915 3.725 0.166
210 H -5.418 6.712 1.486
211 H -3.809 7.123 0.854
212 H -3.985 6.121 2.325
213 H -2.236 2.634 -1.376
214 H -2.812 4.257 -1.435
215 H -4.015 2.933 -1.562
216 H -7.655 3.021 -0.237
217 H -6.841 4.557 -0.567
218 H -7.301 4.036 1.165
219 C 5.839 -4.748 0.586
220 O 5.759 -4.439 -0.793
221 P 5.985 -2.972 -1.387
222 O 5.112 -1.869 -0.923
223 O 7.516 -2.760 -1.117
224 C 8.658 -3.571 -1.572
225 O 5.997 -3.166 -2.926
226 C 4.784 -2.729 -3.703
227 H 5.988 -5.821 0.646
228 H 4.909 -4.436 1.066
229 H 6.783 -4.393 1.066
230 H 8.754 -3.467 -2.620
231 H 8.557 -4.563 -1.218
232 H 9.542 -3.117 -1.128
233 H 4.483 -1.751 -3.365
234 H 4.103 -3.569 -3.733
235 H 5.253 -2.674 -4.686
236 C 6.246 -1.488 2.926
237 O 7.498 -0.849 3.120
238 P 7.718 0.657 2.716
239 O 9.075 0.918 2.189
240 O 6.549 0.951 1.720
241 C 6.880 0.798 0.319
242 O 7.270 1.401 4.012
243 C 7.030 2.812 3.906
244 H 5.439 -0.868 3.356
245 H 6.323 -2.450 3.417
246 H 5.958 -1.638 1.884
247 H 7.950 0.571 0.069
248 H 6.659 1.755 -0.218
249 H 6.221 -0.038 -0.012
250 H 6.814 3.107 4.899
251 H 6.117 2.972 3.366
252 H 7.833 3.285 3.408
253 C 4.255 -2.137 6.382
254 O 3.460 -3.175 5.866
255 P 2.511 -3.058 4.648
256 O 1.401 -2.109 4.643
257 O 3.510 -2.866 3.471
258 C 2.936 -2.625 2.207
259 O 2.077 -4.580 4.414
260 C 0.735 -4.962 4.530
261 H 3.748 -1.181 6.311
262 H 5.167 -2.117 5.777
263 H 4.511 -2.314 7.430
264 H 2.504 -3.559 1.849
265 H 3.728 -2.259 1.546
266 H 2.130 -1.892 2.251
267 H 0.182 -4.682 3.625
268 H 0.172 -4.525 5.388
269 H 0.701 -6.037 4.564

**Charge**: 0
**SMILES string**: CC1(C)CCCC(C)(C)N1O.CC1(C)CCCC(C)(C)N1O.CC1(C)CCCC(C)(C)N1O.CC1(C)CCCC(C)(C)N1O.CC1(C)CCCC(C)(C)N1O.COP(=O)(OC)OC.COP(=O)(OC)OC.COP(=O)(OC)OC.COP(=O)(OC)OC.COP(=O)(OC)OC.COP(=O)(OC)OC.COP(=O)(OC)OC
**HOMO-LUMO gap**: 8.37 eV
**Maximum force**: 3.48 eV/A



Computed, not measured: a structure of composition C17H31F5P2Pd at a distorted geometry, with ωB97M-V/def2-TZVPD.

Positions of all 56 atoms, in Å:
1 P -1.442 1.071 -1.820
2 P 1.418 -0.875 -0.758
3 C -0.068 0.498 -2.864
4 C 0.530 -0.844 -2.423
5 H 0.735 1.249 -2.960
6 H -0.511 0.365 -3.870
7 H -0.203 -1.663 -2.449
8 H 1.325 -1.138 -3.125
9 C 2.967 -0.183 -1.535
10 H 3.831 -0.104 -0.839
11 H 2.738 0.817 -1.931
12 H 3.199 -0.871 -2.369
13 C 1.626 -2.699 -0.801
14 H 2.120 -2.974 -1.742
15 H 0.648 -3.207 -0.757
16 H 2.246 -2.983 0.057
17 C -2.007 2.801 -1.962
18 H -2.737 3.090 -1.184
19 H -2.567 2.907 -2.914
20 H -1.193 3.545 -1.954
21 C -2.962 0.167 -2.276
22 H -2.757 -0.892 -2.462
23 H -3.463 0.588 -3.164
24 H -3.695 0.213 -1.463
25 Pd 2.874 0.671 0.998
26 C -0.639 -0.919 0.293
27 C -1.148 0.466 -0.138
28 C -1.630 1.357 1.025
29 C -2.711 0.751 1.868
30 C -3.843 0.250 1.033
31 C -3.893 -1.046 0.662
32 C -2.861 -2.065 0.235
33 C -1.444 -2.031 0.804
34 C 1.487 0.641 2.536
35 H 0.121 -0.748 1.097
36 H -0.097 0.906 -0.207
37 H -1.948 2.329 0.585
38 H -0.766 1.605 1.680
39 H -2.340 -0.114 2.434
40 H -3.042 1.554 2.532
41 H -4.633 1.011 0.793
42 H -4.901 -1.444 0.670
43 H -2.767 -2.100 -0.861
44 H -3.318 -3.004 0.573
45 H -1.437 -1.976 1.920
46 H -0.938 -2.987 0.559
47 H 2.036 0.187 3.386
48 H 0.545 0.073 2.365
49 H 1.283 1.705 2.733
50 F 5.723 0.058 0.979
51 C 4.759 0.258 1.949
52 F 4.722 -0.899 2.701
53 C 5.164 1.391 2.862
54 F 6.462 1.315 3.248
55 F 4.986 2.597 2.263
56 F 4.416 1.328 3.991

**ΔE to the lowest compared entry with this formula, charge and spin**: 69.9 kcal per mole
**Charge**: +2
**Multiplicity**: 5
**HOMO-LUMO gap (alpha / beta)**: 7.81 / 4.11 eV
**Maximum force**: 3.87 eV/A



Computed, not measured: a cluster of 9 separate species, C15H48O9 in total at a distorted geometry, with ωB97M-V/def2-TZVPD.

Positions of all 72 atoms, in Å:
1 O -0.260 -5.266 1.460
2 H -0.882 -4.738 0.960
3 H -0.379 -4.982 2.367
4 O 2.628 -2.864 -1.293
5 H 2.291 -3.573 -0.745
6 H 3.355 -2.497 -0.790
7 O -2.606 -2.567 4.161
8 H -2.252 -1.808 3.698
9 H -2.879 -2.222 5.012
10 O -0.744 8.083 -2.375
11 H -0.318 7.228 -2.317
12 H -1.653 7.915 -2.127
13 C -2.901 -7.213 -3.303
14 C -4.041 -6.685 -2.558
15 C -5.407 -6.791 -3.202
16 O -4.050 -7.441 -1.434
17 H -2.811 -6.750 -4.285
18 H -2.911 -8.273 -3.557
19 H -1.918 -7.037 -2.868
20 H -3.799 -5.668 -2.248
21 H -6.023 -6.040 -2.707
22 H -6.007 -7.691 -3.064
23 H -5.645 -6.486 -4.221
24 H -4.416 -8.311 -1.611
25 C 5.882 0.576 4.552
26 C 5.900 -0.673 3.557
27 C 5.245 -1.958 4.125
28 O 5.137 -0.299 2.444
29 H 6.253 1.411 3.957
30 H 6.392 0.307 5.477
31 H 4.878 0.791 4.916
32 H 6.957 -0.806 3.327
33 H 5.686 -2.112 5.109
34 H 5.315 -2.859 3.515
35 H 4.177 -1.915 4.340
36 H 5.249 0.639 2.273
37 C -2.041 1.468 -0.979
38 C -1.417 1.584 0.490
39 C -2.506 1.986 1.480
40 O -0.902 0.361 0.901
41 H -1.303 1.234 -1.745
42 H -2.471 2.452 -1.167
43 H -2.790 0.676 -0.973
44 H -0.710 2.414 0.512
45 H -3.083 1.093 1.722
46 H -3.249 2.728 1.188
47 H -2.114 2.236 2.466
48 H -0.174 0.151 0.312
49 C 0.585 6.433 9.303
50 C 0.108 6.511 7.855
51 C -1.417 6.388 7.725
52 O 0.669 7.682 7.353
53 H 1.670 6.462 9.408
54 H 0.302 5.512 9.813
55 H 0.175 7.263 9.879
56 H 0.600 5.691 7.333
57 H -1.930 7.102 8.369
58 H -1.892 5.426 7.917
59 H -1.760 6.634 6.719
60 H 0.179 8.400 7.760
61 C 1.411 0.044 -9.104
62 C 0.490 -0.252 -10.328
63 C 0.823 0.860 -11.415
64 O 0.695 -1.557 -10.833
65 H 2.425 -0.223 -9.405
66 H 1.213 -0.600 -8.247
67 H 1.392 1.091 -8.801
68 H -0.554 -0.327 -10.023
69 H 1.878 1.130 -11.444
70 H 0.224 1.716 -11.103
71 H 0.435 0.542 -12.382
72 H 1.599 -1.734 -11.103

**ΔE to the lowest compared entry with this formula, charge and spin**: 82.1 kcal per mole
**Charge**: 0
**SMILES string**: CC(C)O.CC(C)O.CC(C)O.CC(C)O.CC(C)O.O.O.O.O
**HOMO-LUMO gap**: 10.25 eV
**Maximum force**: 4.05 eV/A



Computed, not measured: the ion C12H27BrNO5P2 with charge +1, with ωB97M-V/def2-TZVPD.

Positions of all 48 atoms, in Å:
1 C 3.665 2.186 -0.547
2 C 3.769 0.738 -0.071
3 O 2.574 -0.004 -0.416
4 P 1.742 -0.703 0.744
5 O 0.680 -1.585 0.236
6 C 1.121 0.607 1.802
7 C 0.220 1.616 1.077
8 C -1.006 0.917 0.467
9 C -2.315 1.280 1.152
10 C -3.567 0.683 0.488
11 N -3.267 -0.131 -0.736
12 C -2.626 -1.476 -0.418
13 P -4.877 -0.508 -1.539
14 O -5.877 0.531 -1.341
15 C -2.337 0.567 -1.703
16 Br -3.253 1.864 -2.815
17 C -1.117 1.217 -1.019
18 O 0.019 0.748 -1.712
19 O 2.804 -1.422 1.675
20 C 3.116 -2.811 1.416
21 C 3.761 -3.049 0.066
22 H 3.771 2.891 0.276
23 H 4.450 2.413 -1.263
24 H 2.704 2.356 -1.026
25 H 4.592 0.237 -0.573
26 H 3.964 0.689 0.997
27 H 1.962 1.137 2.255
28 H 0.564 0.147 2.617
29 H 0.768 2.158 0.311
30 H -0.103 2.324 1.841
31 H -0.833 -0.151 0.594
32 H -2.303 0.962 2.192
33 H -2.409 2.368 1.174
34 H -4.057 0.003 1.183
35 H -4.299 1.444 0.236
36 H -2.873 -1.760 0.598
37 H -3.000 -2.226 -1.114
38 H -1.547 -1.409 -0.531
39 H -5.163 -1.714 -0.891
40 H -4.466 -0.836 -2.834
41 H -1.963 -0.197 -2.378
42 H -1.192 2.300 -1.130
43 H 0.383 1.439 -2.259
44 H 2.213 -3.406 1.532
45 H 3.799 -3.098 2.211
46 H 4.444 -2.239 -0.189
47 H 4.345 -3.967 0.092
48 H 3.017 -3.131 -0.725

**Charge**: +1
**SMILES string**: CCOP(=O)(CC[C@H]1CC[N@@+](C)([PH2]=O)[C@@H](Br)[C@@H]1O)OCC
**HOMO-LUMO gap**: 10.69 eV
**Maximum force**: 0.75 eV/A



Computed, not measured: a structure of composition C2H6P2 at a distorted geometry, with ωB97M-V/def2-TZVPD.

Positions of all 10 atoms, in Å:
1 C 0.532 0.759 -0.281
2 C 0.322 -0.549 0.385
3 P -1.116 1.317 0.478
4 P -0.700 -1.743 -0.389
5 H 1.161 1.471 0.168
6 H 0.470 0.972 -1.355
7 H 0.656 -0.621 1.443
8 H -0.558 1.391 1.794
9 H -1.426 -2.178 0.813
10 H 0.199 -2.955 -0.280

**ΔE to the lowest compared entry with this formula, charge and spin**: 31.5 kcal per mole
**Charge**: 0
**HOMO-LUMO gap**: 7.92 eV
**Maximum force**: 3.79 eV/A